Run i
Formula: C10H10BrN2O2
Source: OMol25
Level of theory: wB97M-V/def2-TZVPD

Last column: natural (NBO) charge in e.
CARTESIAN COORDINATES (ANGSTROEM)
H (0.089, -4.454, -0.568)  0.295
N (0.492, 0.215, 0.858)  -0.220
C (-1.550, -0.422, 0.410)  -0.246
H (2.705, 2.587, 0.989)  0.267
C (0.633, 2.389, 0.627)  0.041
N (-0.183, 1.321, 0.531)  -0.135
H (2.570, -0.373, 1.271)  0.280
Br (-3.050, -1.467, 0.294)  0.229
C (-1.480, 0.977, 0.288)  0.016
H (-2.937, 3.907, 0.264)  0.256
C (1.853, 0.531, 1.029)  0.031
C (1.902, 1.884, 0.883)  -0.306
C (-2.619, 1.791, -0.081)  0.531
H (1.853, -5.074, -0.520)  0.223
O (2.630, -2.786, -0.206)  -0.621
C (-0.249, -0.877, 0.860)  0.184
C (-2.483, 3.316, -0.478)  -0.688
H (-1.406, 3.395, -0.713)  0.196
H (0.190, 3.438, 0.552)  0.268
H (3.295, -3.452, -0.502)  0.499
H (0.669, -5.019, 0.859)  0.311
O (-3.696, 1.193, -0.103)  -0.486
H (-3.062, 3.385, -1.382)  0.260
C (0.989, -4.546, -0.100)  -0.809
C (1.449, -3.198, 0.107)  0.622

Values from the calculation:
Charge   +1
Spin multiplicity   1
HOMO level (alpha / beta)   -11.341 / -12.228 eV
HOMO-LUMO gap (alpha / beta)   0.2085 / 0.2543 Ha



Run ii
Formula: C10H10BrN2O2
Source: OMol25
Level of theory: wB97M-V/def2-TZVPD

Last column: natural (NBO) charge in e.
CARTESIAN COORDINATES (ANGSTROEM)
H (0.392, -3.289, 1.337)  0.253
O (-1.680, 3.439, 0.782)  -0.583
H (-1.444, 4.539, -1.485)  0.219
H (0.080, 3.465, -2.018)  0.307
H (1.732, -3.886, -0.557)  0.242
C (1.249, -1.028, -0.699)  0.059
N (0.344, -0.021, 1.079)  -0.218
C (0.673, 0.937, 0.253)  0.141
H (-1.514, 2.795, -2.075)  0.288
H (-0.273, 0.755, 2.762)  0.259
H (0.254, -3.376, -1.411)  0.228
C (-0.940, 3.513, -1.536)  -0.799
C (-0.138, -1.570, 2.665)  -0.292
H (1.673, -4.161, -2.273)  0.273
O (2.812, -1.774, -2.275)  -0.451
C (0.327, -2.230, 1.489)  0.051
N (0.669, -1.247, 0.527)  -0.154
C (1.326, -3.397, -1.442)  -0.733
Br (1.918, 1.203, -2.507)  0.180
C (1.221, 0.392, -0.947)  -0.230
C (-1.016, 2.942, -0.164)  0.623
C (1.892, -2.025, -1.565)  0.528
C (-0.143, -0.256, 2.347)  0.041
H (-0.618, -1.966, 3.533)  0.276
H (-1.956, 4.307, 0.582)  0.492

Values from the calculation:
Charge   +1
Spin multiplicity   1
HOMO level (alpha / beta)   -11.569 / -12.214 eV
HOMO-LUMO gap (alpha / beta)   0.2418 / 0.2543 Ha



It turns out run ii is the most stable, with the second structure 0.438 eV higher.



Run i
Formula: C20H60O20
Source: OMol25
Level of theory: wB97M-V/def2-TZVPD

Last column: Löwdin charge in e.
CARTESIAN COORDINATES (ANGSTROEM)
H (-1.673, -22.584, -1.606)  0.124
H (-5.382, -20.372, -7.772)  0.117
O (-4.048, -20.259, -9.382)  -0.053
H (-1.484, -19.545, -5.715)  0.088
H (-2.790, -14.981, -2.625)  0.111
C (-7.588, -23.204, -1.612)  -0.258
O (-7.014, -15.461, -4.455)  -0.068
H (-1.727, -17.419, -3.222)  0.095
H (-7.694, -22.219, -1.157)  0.106
C (-1.432, -21.918, -7.858)  -0.173
H (-1.464, -24.123, 0.864)  0.078
H (-5.228, -19.237, -2.831)  0.106
O (-1.771, -17.462, 1.710)  -0.072
O (-4.689, -20.474, -4.908)  -0.095
H (-2.671, -17.392, -0.055)  0.099
O (-1.758, -15.208, -4.204)  -0.081
H (-4.259, -20.136, 0.505)  0.096
H (-2.152, -20.529, -9.125)  0.030
H (-4.466, -20.957, -9.891)  0.103
H (-2.365, -22.477, -7.934)  0.095
H (-6.039, -25.327, -5.993)  0.106
C (-2.991, -15.429, -3.598)  -0.222
H (-3.155, -19.236, -2.337)  0.036
H (-6.705, -19.554, -11.224)  0.086
H (-8.185, -18.440, -5.234)  0.117
H (-6.868, -18.605, -8.761)  0.111
H (-5.806, -21.735, -3.785)  0.104
H (-2.553, -17.979, 1.914)  0.030
C (-5.055, -19.721, -8.583)  -0.248
H (-1.126, -22.025, -5.597)  0.102
H (-8.801, -23.927, -0.241)  0.095
H (-7.885, -16.240, -6.083)  0.119
H (-10.310, -23.201, -3.553)  0.075
H (-3.614, -14.769, -4.202)  0.107
H (-4.200, -22.824, -1.117)  0.099
C (-4.991, -25.420, -5.710)  -0.176
C (-6.244, -19.941, 1.440)  -0.240
H (-1.260, -15.659, -1.053)  0.095
O (-4.453, -26.400, -6.666)  -0.097
C (-3.504, -16.952, -3.686)  -0.151
H (-6.347, -15.138, -5.065)  0.078
H (-3.019, -25.002, -2.192)  0.095
O (-2.846, -24.553, -5.442)  -0.047
H (-3.759, -20.271, -5.035)  0.050
H (-8.133, -24.347, -3.454)  0.112
C (-8.504, -23.506, -2.868)  -0.198
H (-3.848, -24.025, -7.019)  0.116
H (-0.235, -15.821, 1.442)  0.080
C (-7.882, -16.444, -5.012)  -0.253
H (-3.816, -24.270, -0.218)  0.128
O (-3.574, -24.221, -2.248)  -0.077
O (-2.579, -17.569, -2.805)  -0.100
O (-1.211, -23.988, -0.052)  -0.075
H (-7.360, -18.099, -3.746)  0.113
H (-8.906, -16.316, -4.662)  0.122
C (-3.448, -23.604, -0.998)  -0.258
H (-0.612, -22.614, -8.034)  0.109
C (-2.106, -16.694, 0.564)  -0.230
H (-6.707, -20.742, 0.865)  0.099
C (-4.687, -20.105, 1.507)  -0.172
H (-4.421, -19.015, 3.172)  0.094
H (-6.382, -19.069, 0.801)  0.113
H (-8.207, -22.704, -3.543)  0.091
H (-5.593, -20.593, -1.757)  0.099
O (-3.587, -20.014, -1.976)  -0.065
H (-0.204, -17.082, -0.521)  0.121
H (-5.649, -18.241, -9.915)  0.120
O (-7.911, -24.051, -0.579)  -0.057
H (-2.736, -15.819, 0.725)  0.120
O (-9.953, -23.391, -2.683)  -0.069
H (-4.550, -17.088, -3.413)  0.106
O (-1.321, -20.977, -8.953)  -0.082
C (-6.155, -19.079, -9.436)  -0.237
O (-6.789, -19.759, 2.742)  -0.053
H (-0.117, -20.900, -6.308)  0.112
O (-0.154, -15.381, 0.593)  -0.049
O (-1.996, -20.205, -6.188)  -0.079
C (-7.384, -17.838, -4.804)  -0.234
O (-6.092, -17.894, -5.451)  -0.079
H (-4.589, -23.350, -5.540)  0.101
C (-1.131, -21.289, -6.402)  -0.205
O (-4.156, -18.971, 2.251)  -0.078
H (-3.367, -17.409, -4.666)  0.115
O (-6.789, -19.962, -10.359)  -0.052
H (-5.803, -18.809, -5.466)  0.038
H (-4.460, -21.066, 1.969)  0.113
C (-4.874, -21.185, -3.664)  -0.192
C (-2.088, -23.010, -0.693)  -0.194
C (-4.053, -24.199, -5.963)  -0.271
C (-0.826, -16.234, -0.235)  -0.266
H (-5.121, -25.810, -4.701)  0.107
H (-3.494, -26.381, -6.633)  0.064
H (-7.685, -19.439, 2.611)  0.088
H (-4.055, -21.901, -3.590)  0.109
C (-4.880, -20.211, -2.488)  -0.229
H (-6.584, -23.366, -2.004)  0.102
H (-4.679, -18.811, -8.115)  0.119
H (-1.607, -14.260, -4.225)  0.095
H (-2.236, -22.177, -0.005)  0.109
H (-2.930, -24.486, -4.488)  0.067

Values from the calculation:
Charge   0
Spin multiplicity   1
HOMO level   -9.769 eV
HOMO-LUMO gap   0.3641 Ha



Run ii
Formula: C20H60O20
Source: OMol25
Level of theory: wB97M-V/def2-TZVPD

Last column: Löwdin charge in e.
CARTESIAN COORDINATES (ANGSTROEM)
C (-9.290, -25.758, -14.367)  -0.235
C (-17.665, -29.278, -11.204)  -0.254
H (-10.824, -27.131, -14.888)  0.116
H (-14.073, -21.854, -12.436)  0.035
H (-17.919, -29.259, -12.274)  0.121
H (-10.177, -26.085, -10.166)  0.132
O (-8.714, -28.172, -9.581)  -0.056
C (-16.554, -19.243, -10.989)  -0.220
C (-13.875, -22.039, -14.413)  -0.241
O (-15.646, -20.349, -10.855)  -0.075
H (-20.026, -22.901, -10.958)  0.122
O (-10.365, -24.864, -14.114)  -0.081
H (-8.432, -29.081, -9.452)  0.085
H (-9.838, -27.061, -11.605)  0.109
H (-17.350, -19.517, -11.686)  0.123
C (-18.792, -24.192, -9.789)  -0.248
C (-17.088, -26.541, -15.044)  -0.218
O (-13.507, -21.528, -13.149)  -0.081
H (-12.974, -21.702, -16.314)  0.116
O (-14.502, -20.279, -16.027)  -0.072
H (-14.915, -22.719, -10.402)  0.096
O (-9.088, -19.278, -12.810)  -0.066
C (-14.173, -25.060, -12.434)  -0.200
C (-13.160, -25.741, -6.599)  -0.242
C (-16.156, -25.909, -16.026)  -0.228
H (-14.743, -25.003, -10.388)  0.106
C (-12.501, -25.179, -7.826)  -0.245
O (-14.423, -23.120, -11.128)  -0.073
H (-14.954, -22.229, -14.463)  0.130
H (-11.080, -21.872, -12.005)  0.104
H (-12.585, -24.086, -7.795)  0.124
H (-18.564, -24.719, -10.718)  0.103
H (-15.144, -20.818, -16.496)  0.073
H (-15.295, -25.512, -15.484)  0.109
O (-14.545, -25.378, -6.600)  -0.072
H (-14.420, -26.113, -12.546)  0.117
H (-16.178, -24.285, -17.097)  0.074
H (-16.290, -18.511, -8.954)  0.125
O (-11.843, -26.988, -10.993)  -0.093
H (-10.655, -28.198, -8.855)  0.119
H (-17.731, -23.850, -8.167)  0.094
C (-10.581, -20.933, -11.776)  -0.244
H (-15.001, -20.276, -11.566)  0.069
H (-8.622, -21.311, -12.641)  0.123
O (-13.152, -25.689, -8.972)  -0.087
H (-18.618, -29.183, -10.684)  0.125
O (-16.851, -24.869, -16.738)  -0.066
H (-8.538, -19.076, -12.048)  0.074
H (-18.136, -26.318, -15.277)  0.123
C (-9.485, -20.652, -12.777)  -0.238
H (-18.455, -22.277, -10.669)  0.116
C (-17.060, -18.905, -9.621)  -0.221
H (-12.738, -23.867, -12.038)  0.085
H (-19.231, -21.238, -9.122)  0.044
O (-19.674, -22.088, -9.019)  -0.055
O (-9.384, -27.252, -16.317)  -0.066
H (-9.504, -20.255, -10.265)  0.071
H (-11.344, -20.151, -11.856)  0.116
O (-17.654, -20.060, -9.034)  -0.075
H (-12.731, -20.358, -15.176)  0.123
H (-16.038, -18.386, -11.438)  0.128
O (-17.574, -24.168, -9.062)  -0.069
O (-17.507, -26.861, -11.110)  -0.101
O (-10.095, -20.993, -10.437)  -0.065
C (-13.441, -21.108, -15.523)  -0.219
C (-14.947, -24.435, -11.304)  -0.200
H (-17.835, -18.140, -9.690)  0.126
H (-10.470, -29.091, -10.326)  0.127
H (-16.518, -30.804, -11.586)  0.088
H (-15.847, -28.080, -11.440)  0.117
C (-9.728, -27.108, -14.935)  -0.222
H (-8.767, -25.971, -13.423)  0.100
H (-13.090, -26.836, -6.614)  0.117
O (-16.789, -26.054, -13.720)  -0.088
H (-17.173, -26.630, -13.045)  0.043
H (-14.877, -25.654, -7.461)  0.064
C (-10.447, -27.009, -10.700)  -0.229
H (-14.508, -24.610, -13.381)  0.091
H (-9.297, -27.906, -14.334)  0.116
C (-16.780, -28.092, -10.871)  -0.205
C (-19.267, -22.818, -10.164)  -0.255
H (-17.353, -26.309, -10.335)  0.058
H (-16.026, -24.461, -11.465)  0.113
H (-16.543, -28.139, -9.806)  0.129
C (-10.116, -28.182, -9.809)  -0.252
H (-13.368, -23.007, -14.540)  0.106
H (-9.852, -20.849, -13.788)  0.119
H (-12.586, -26.276, -9.503)  0.047
H (-12.717, -25.365, -5.679)  0.120
H (-8.874, -28.055, -16.442)  0.078
O (-17.031, -30.487, -10.840)  -0.050
H (-15.780, -26.639, -16.750)  0.118
H (-16.961, -20.715, -8.901)  0.090
H (-17.082, -27.637, -15.008)  0.116
O (-12.770, -24.797, -12.304)  -0.078
H (-11.422, -25.375, -7.858)  0.121
H (-11.208, -25.326, -14.092)  0.049
H (-19.564, -24.744, -9.246)  0.131
H (-11.967, -26.171, -11.516)  0.050
H (-8.595, -25.215, -15.005)  0.121

Values from the calculation:
Charge   0
Spin multiplicity   1
HOMO level   -9.852 eV
HOMO-LUMO gap   0.3725 Ha



It turns out run ii is the most stable, with the second structure 2.479 eV higher.



Run i
Formula: C5H9FN2
Source: OMol25
Level of theory: wB97M-V/def2-TZVPD

Last column: natural (NBO) charge in e.
CARTESIAN COORDINATES (ANGSTROEM)
C (-0.236, -1.005, -0.288)  -0.509
N (-0.370, 1.775, -0.353)  -0.436
F (-2.664, -0.937, 0.134)  -0.341
H (-1.685, -0.057, -1.405)  0.160
H (3.174, -0.040, 0.187)  0.237
H (2.523, -1.390, -0.667)  0.213
C (-1.595, -0.282, -0.366)  0.202
C (-1.450, 1.053, 0.339)  -0.274
H (-0.040, -1.662, -1.106)  0.231
N (0.850, 1.220, -0.095)  -0.263
C (0.938, -0.053, -0.075)  0.230
H (-0.155, -1.754, 0.642)  0.225
C (2.321, -0.695, 0.145)  -0.637
H (-0.298, 2.664, 0.075)  0.360
H (-2.324, 1.691, 0.349)  0.215
H (2.176, -1.340, 1.098)  0.211
H (-1.165, 0.811, 1.386)  0.176

Values from the calculation:
Charge   0
Spin multiplicity   1
HOMO level   -8.920 eV
HOMO-LUMO gap   0.3655 Ha



Run ii
Formula: C5H9FN2
Source: OMol25
Level of theory: wB97M-V/def2-TZVPD

Last column: natural (NBO) charge in e.
CARTESIAN COORDINATES (ANGSTROEM)
H (1.836, 0.375, 1.660)  0.194
F (2.348, 1.427, -0.007)  -0.362
H (0.420, 0.061, -1.449)  0.212
C (0.040, 0.342, -0.379)  0.090
H (-2.812, -1.558, 0.230)  0.222
C (-2.116, -0.720, -0.215)  -0.628
N (-0.343, 1.646, -0.372)  -0.814
N (2.988, -1.915, -0.309)  -0.315
H (-2.026, -1.071, -1.201)  0.211
H (0.333, 2.269, -0.950)  0.407
H (-2.432, 0.331, -0.425)  0.221
H (-0.850, -0.172, 1.476)  0.206
H (-0.318, -1.680, 0.460)  0.229
C (2.537, -0.930, 0.050)  0.202
C (-0.815, -0.614, 0.460)  -0.450
C (1.874, 0.250, 0.510)  0.007
H (-0.666, 1.958, 0.461)  0.370

Values from the calculation:
Charge   0
Spin multiplicity   1
HOMO level   -8.663 eV
HOMO-LUMO gap   0.3480 Ha



It turns out run i is the most stable, with the second structure 1.461 eV higher.